[1]
The following is a DFT calculation (ωB97M-V/def2-TZVPD) of a molecular structure, C19H34IrN2O4P2S.

The geometry in XYZ format:
```
63
C19H34IrN2O4P2S ωB97M-V/def2-TZVPD
Ir -0.07451 -0.13182 0.13173
C -1.58791 1.75962 -2.77848
P -1.56904 1.62830 -0.97212
C -3.32358 1.67226 -0.49664
C -0.92052 3.24109 -0.39820
C -0.72979 3.22565 1.11973
P 0.36602 1.84540 1.61596
C 0.02479 1.57012 3.37127
C 2.05225 2.49009 1.54824
H -2.15837 2.63322 -3.09800
H -2.03673 0.86014 -3.19862
H -0.56545 1.82058 -3.14490
H -3.81507 2.55378 -0.91135
H -3.42625 1.68113 0.58886
H -3.82011 0.77629 -0.86825
H -1.59025 4.04752 -0.70550
H 0.03506 3.39932 -0.90633
H -1.68775 3.07638 1.62502
H -0.32226 4.17243 1.48061
H 0.16139 2.48777 3.94523
H 0.70710 0.80308 3.73431
H -0.99876 1.21388 3.49002
H 2.17126 3.31763 2.24938
H 2.28508 2.81510 0.53602
H 2.73884 1.68165 1.79587
C -0.80770 -5.22285 -1.09832
C -1.32403 -5.02603 0.31577
N -1.75841 -3.63478 0.47813
C -1.55250 -2.74036 1.42793
S -2.09055 -1.10419 1.09672
N -0.99457 -2.96028 2.60837
C -0.40483 -4.16642 3.20395
C 0.01014 -3.84404 4.62629
H -0.48247 -6.25287 -1.23704
H 0.03002 -4.55389 -1.29554
H -1.58945 -5.02139 -1.83314
H -0.54436 -5.24929 1.03244
H -2.16956 -5.68553 0.52097
H -2.22136 -3.24453 -0.32966
H -0.87301 -2.11568 3.14736
H 0.46617 -4.47525 2.62510
H -1.14150 -4.97087 3.19721
H 0.73472 -3.02823 4.63867
H 0.48005 -4.71409 5.08103
H -0.85204 -3.56560 5.23340
O 2.18342 0.42134 -0.58398
C 1.85181 0.08665 -1.73778
O 0.65935 -0.23064 -2.02411
H 2.59845 0.06365 -2.54212
O 0.97764 -2.13980 0.13385
C 1.56451 -1.95290 1.23867
O 1.28291 -0.93630 1.93942
C 2.55452 -2.94862 1.72388
C 3.20530 -2.75145 2.93739
C 4.09896 -3.70233 3.40427
C 4.34241 -4.84871 2.65941
C 3.70079 -5.04292 1.44245
C 2.80936 -4.09250 0.97229
H 3.00812 -1.84931 3.50127
H 4.61069 -3.54883 4.34501
H 5.04164 -5.58969 3.02407
H 3.90354 -5.93118 0.85906
H 2.31084 -4.21864 0.02019
```

- Relative energy (zero: lowest compared OMol25 entry of this formula, charge and spin): 0.00 kJ/mol
- Total charge: +1
- Orbital gap (alpha / beta): 7.60 / 7.44 eV
- Multiplicity: 5
- <S²>: 6.0151


[2]
The following is a DFT calculation (ωB97M-V/def2-TZVPD) of a molecular structure, C19H34IrN4O2P.

The geometry in XYZ format:
```
61
C19H34IrN4O2P ωB97M-V/def2-TZVPD
Ir -0.61938 -0.14888 0.68135
N -0.14827 -1.30436 2.34296
C -1.38749 -1.44497 3.16457
C -2.53721 -1.66311 2.20987
N -2.56281 -0.52515 1.23936
H 0.17279 -2.22352 2.03681
H 0.60769 -0.91602 2.90113
H -1.51776 -0.51884 3.72722
H -1.30290 -2.26487 3.87661
H -3.49002 -1.76633 2.72677
H -2.36179 -2.56034 1.61785
H -3.04424 0.27989 1.63100
H -3.07715 -0.81861 0.41022
O -1.45119 -3.50051 -2.04287
C -1.16967 -2.68011 -1.24926
N -0.88321 -1.86091 -0.43265
C -3.38009 1.22520 -3.61827
C -1.86471 1.43245 -3.47051
C -1.09001 0.48195 -4.39907
C -1.47785 2.89620 -3.72464
C -1.49468 1.08891 -2.08892
N -1.20457 0.82181 -1.01364
H -3.66075 1.48795 -4.63758
H -3.94053 1.86539 -2.93699
H -3.65654 0.18490 -3.44792
H -1.35268 0.72529 -5.42811
H -1.35357 -0.55926 -4.21428
H -0.01310 0.60322 -4.28405
H -1.75177 3.14761 -4.74865
H -0.40466 3.05056 -3.61332
H -2.00974 3.57308 -3.05602
C 0.61579 1.75779 3.37221
P -0.37000 1.83363 1.85394
C -1.93820 2.58973 2.35813
C 0.44972 3.09466 0.85435
H 0.73643 2.76235 3.77934
H 1.60859 1.35950 3.15493
H 0.13704 1.14358 4.13635
H -1.75697 3.58082 2.77588
H -2.43548 1.99353 3.12586
H -2.59875 2.69881 1.49636
H 0.56182 4.01105 1.43483
H -0.13796 3.30597 -0.03839
H 1.43105 2.73480 0.55149
C 3.38710 0.63379 -0.99069
C 2.48863 -0.29734 -0.23577
O 1.38714 0.16756 0.11578
C 2.97106 -1.63192 0.11642
C 2.09119 -2.69617 0.34297
C 2.58144 -3.94265 0.68535
C 3.95187 -4.13635 0.82789
C 4.83353 -3.08880 0.59911
C 4.35018 -1.84688 0.22635
H 2.81930 1.49425 -1.33348
H 3.84812 0.12300 -1.83504
H 4.19578 0.98243 -0.34367
H 1.03330 -2.56165 0.15477
H 1.90161 -4.77418 0.81658
H 4.33332 -5.11187 1.09844
H 5.89897 -3.24288 0.69831
H 5.05225 -1.04515 0.04244
```

- Relative energy (zero: lowest compared OMol25 entry of this formula, charge and spin): 21.58 kJ/mol
- Total charge: +2
- Orbital gap: 8.83 eV
- Multiplicity: 1


[3]
The following is a DFT calculation (ωB97M-V/def2-TZVPD) of 8 unconnected molecules or ions with the total composition C19H35Cl6NO15 in a non-equilibrium geometry.

The geometry in XYZ format:
```
76
C19H35Cl6NO15 ωB97M-V/def2-TZVPD
C 1.06703 -11.85627 -16.66975
C 1.00583 -12.64549 -17.91994
N 0.94271 -13.25269 -18.88683
H 1.99269 -12.09065 -16.14409
H 0.33313 -12.24178 -15.96203
H 1.03149 -10.76971 -16.74874
C 7.44004 -17.29024 -5.60570
O 8.03812 -17.83557 -4.38620
C 9.33010 -17.44014 -4.12078
O 10.05782 -16.80305 -4.87713
O 9.74830 -18.15459 -3.08596
C 11.14570 -18.32679 -2.87735
H 7.99431 -17.59459 -6.49354
H 7.51377 -16.21943 -5.41584
H 6.39185 -17.55041 -5.75303
H 11.52780 -17.32850 -2.66399
H 11.60468 -18.69933 -3.79312
H 11.33567 -19.01154 -2.05083
C -6.16722 -12.15174 -7.68546
O -6.65872 -13.19869 -8.54331
C -6.14531 -14.41356 -8.57018
O -5.11149 -14.76278 -8.09645
O -6.98723 -15.18940 -9.26966
C -6.67356 -16.59267 -9.38344
H -6.96654 -11.48191 -7.36840
H -5.61412 -11.53370 -8.39270
H -5.67317 -12.57554 -6.81115
H -6.84237 -17.01287 -10.37492
H -7.30891 -17.16739 -8.70954
H -5.71295 -16.93848 -9.00169
C -0.40686 -19.65974 -3.98949
O 0.21290 -18.35593 -4.06771
C -0.55083 -17.33158 -3.80107
O -1.78025 -17.30466 -3.48951
O 0.21943 -16.26990 -3.98127
C -0.13992 -15.00543 -3.48026
H -1.13812 -19.86916 -3.20880
H 0.31636 -20.47482 -3.96267
H -1.02553 -19.69928 -4.88602
H -1.11693 -14.69555 -3.85112
H 0.61929 -14.22421 -3.51767
H -0.26448 -15.15101 -2.40723
C -7.00702 -3.01215 -4.25119
O -5.93208 -3.89705 -4.22038
C -5.14258 -4.03850 -5.23100
O -5.06020 -3.25105 -6.25017
O -4.49544 -5.20110 -5.08446
C -3.38659 -5.71920 -5.92629
H -6.79322 -2.11631 -3.66822
H -7.85608 -3.54478 -3.82279
H -7.41666 -2.76773 -5.23127
H -3.03116 -6.62623 -5.43733
H -2.57069 -5.00790 -6.05452
H -3.68327 -5.97586 -6.94325
C 3.39727 -24.48033 -8.71030
O 2.49758 -23.76276 -9.51598
C 2.24441 -22.49449 -9.29103
O 2.87710 -21.71058 -8.60342
O 0.98766 -22.29490 -9.92852
C 0.31964 -21.07499 -10.06596
H 3.66940 -25.46692 -9.08537
H 3.10968 -24.64497 -7.67190
H 4.34780 -23.95792 -8.60226
H 0.80153 -20.29271 -10.65240
H -0.10537 -20.69941 -9.13516
H -0.52530 -21.27209 -10.72577
C -5.56283 -14.50865 -15.76781
Cl -7.29027 -14.28545 -15.89193
Cl -4.65628 -13.54453 -17.07771
Cl -5.14920 -16.23504 -15.83715
H -5.26336 -14.15151 -14.78248
C 0.20789 -13.99709 -9.49117
Cl -0.27006 -12.32462 -9.12420
Cl 1.90286 -14.00793 -9.51976
Cl -0.60327 -14.51062 -11.05621
H -0.12961 -14.65879 -8.69345
```

- Relative energy (zero: lowest compared OMol25 entry of this formula, charge and spin): 134.97 kJ/mol
- Total charge: 0
- SMILES: COC(=O)OC.COC(=O)OC.COC(=O)OC.COC(=O)OC.COC(=O)OC.ClC(Cl)Cl.ClC(Cl)Cl.CC#N
- Orbital gap: 10.51 eV
- Multiplicity: 1


[4]
The following is a DFT calculation (ωB97M-V/def2-TZVPD) of 2 unconnected molecules or ions with the total composition C19H35ClN4O6 in a non-equilibrium geometry.

The geometry in XYZ format:
```
65
C19H35ClN4O6 ωB97M-V/def2-TZVPD
C 4.96514 -0.78294 -5.22852
C 5.04652 0.51235 -4.67128
C 5.14474 0.72352 -3.09260
O 5.91617 0.00539 -2.44830
O 4.35589 1.75608 -2.58991
C 3.90161 1.49615 -1.24897
C 2.36705 1.87764 -1.07599
C 2.08368 3.14937 -0.16059
C 2.77456 3.12003 1.27098
C 1.86822 2.51387 2.44179
C 2.62304 1.16474 2.93336
N 2.41064 0.17735 1.81868
C 1.38366 -0.65891 1.83156
N 0.41863 -0.73920 2.90053
C -0.40863 -1.78754 2.42023
C -1.57526 -2.17708 3.40092
C -2.77310 -2.98286 2.71747
C -3.79067 -1.87743 2.11205
C -4.69270 -2.62698 1.03212
C -5.61848 -1.59193 0.24169
C -6.75959 -2.47490 -0.50338
C -7.94425 -1.46727 -0.89861
C -7.57387 -0.89245 -2.36160
N -0.03466 -2.28688 1.15304
N 1.09386 -1.59078 0.79164
H 5.74568 -1.56691 -5.01006
H 4.06521 -1.05322 -5.85914
H 5.01276 1.48073 -5.27271
H 3.99732 0.39228 -0.93822
H 4.61419 2.06392 -0.54018
H 1.79847 0.98454 -0.64269
H 1.94690 2.01069 -2.13360
H 0.94438 3.20414 -0.03373
H 2.38669 4.06812 -0.75896
H 2.98446 4.21054 1.54981
H 3.78012 2.59938 1.30776
H 0.89055 2.15775 1.95965
H 1.64507 3.22302 3.29179
H 3.72058 1.39800 3.08786
H 2.19880 0.81148 3.91814
H 3.04353 0.16353 1.01235
H -2.00263 -1.27789 3.94734
H -1.14615 -2.85714 4.21716
H -2.41108 -3.71020 1.92597
H -3.32378 -3.55402 3.53113
H -4.37774 -1.46150 2.99004
H -3.14175 -1.04660 1.69333
H -4.02066 -3.25698 0.37506
H -5.39075 -3.31923 1.62129
H -5.00488 -0.97411 -0.48070
H -6.10878 -0.91029 1.01704
H -7.07670 -3.24740 0.26884
H -6.29885 -2.92699 -1.43602
H -8.01785 -0.62037 -0.14771
H -8.90118 -2.07976 -0.89898
H -6.48663 -0.54502 -2.27992
H -7.58137 -1.78843 -3.05799
H -8.27676 -0.06727 -2.67791
H -0.52855 -3.01784 0.64003
H 1.60484 -1.71812 -0.09232
O 6.98027 5.37714 -1.69039
Cl 6.91028 3.93587 -1.77762
O 8.13303 3.35736 -1.26869
O 6.72274 3.54072 -3.15758
O 5.78799 3.46076 -0.98577
```

- Total charge: 0
- Orbital gap: 6.52 eV
- Multiplicity: 1


| no. | calculated total energy (hartree) |
| --- | --- |
| 1 | -2339.91283 |
| 2 | -1559.17730 |
| 3 | -4689.33816 |
| 4 | -1875.06506 |